[1]
Formula: C17H18BrCsN4O5S
Source: OMol25
Level of theory: ωB97M-V/def2-TZVPD

Element x y z (Å)
Cs (-0.45, 0.04, -0.24)
N (-0.25, 3.85, 3.00)
C (-0.29, 3.55, 1.62)
S (-1.81, 3.80, 0.84)
N (0.83, 3.12, 1.14)
N (0.82, 2.68, -0.18)
C (1.33, 3.48, -1.04)
C (1.52, 3.21, -2.46)
C (2.17, 4.22, -3.17)
C (2.45, 4.14, -4.53)
C (2.06, 2.98, -5.19)
C (1.42, 1.96, -4.54)
C (1.09, 2.00, -3.15)
O (0.47, 1.05, -2.58)
H (-0.93, 4.55, 3.23)
H (0.69, 4.08, 3.29)
H (1.67, 4.46, -0.69)
H (2.46, 5.11, -2.61)
H (2.96, 4.95, -5.04)
H (2.27, 2.88, -6.26)
H (1.11, 1.07, -5.08)
C (1.91, -0.69, 3.70)
C (1.96, -1.66, 2.53)
C (3.10, -2.65, 2.66)
O (2.26, -0.95, 1.32)
C (0.60, -2.43, 2.46)
O (0.40, -3.22, 3.41)
O (-0.17, -2.17, 1.50)
H (2.86, -0.17, 3.79)
H (1.68, -1.22, 4.62)
H (1.13, 0.06, 3.53)
H (4.05, -2.11, 2.76)
H (3.14, -3.27, 1.77)
H (2.95, -3.29, 3.53)
H (1.64, -0.22, 1.22)
O (-5.05, -5.62, 0.17)
C (-4.48, -4.43, -0.18)
C (-3.28, -3.99, 0.37)
C (-2.78, -2.77, -0.04)
N (-3.38, -1.99, -0.96)
C (-4.50, -2.45, -1.45)
Br (-5.38, -1.35, -2.75)
C (-5.12, -3.65, -1.13)
H (-4.50, -6.03, 0.84)
H (-2.73, -4.54, 1.12)
H (-1.85, -2.43, 0.40)
H (-6.05, -3.96, -1.58)

Calculated values
relative energy (zero: lowest compared OMol25 entry of this formula, charge and spin)	0.0	kJ/mol
M	603.23	g/mol
HOMO energy	-0.052	Ha
total charge	-2



[2]
Formula: C37H52AgGeNO6P
Source: OMol25
Level of theory: ωB97M-V/def2-TZVPD

Element x y z (Å)
Ag (-0.10, 0.17, 0.01)
C (3.70, 2.57, 1.26)
C (3.15, 1.36, 0.50)
C (2.87, 1.77, -0.95)
C (4.19, 0.24, 0.54)
O (1.96, 0.88, 1.09)
Ge (0.84, 1.84, 2.31)
O (-0.27, 2.30, 0.79)
C (-1.26, 3.29, 0.59)
C (-1.32, 4.23, 1.80)
C (-0.90, 4.06, -0.67)
C (-2.63, 2.61, 0.43)
O (-0.16, 0.20, 2.48)
C (0.01, -0.68, 3.57)
C (-1.35, -0.86, 4.27)
C (0.49, -2.04, 3.04)
C (1.02, -0.17, 4.60)
H (4.64, 2.91, 0.82)
H (3.88, 2.31, 2.31)
H (2.99, 3.40, 1.23)
H (3.78, 2.10, -1.46)
H (2.14, 2.58, -0.96)
H (2.44, 0.93, -1.50)
H (5.15, 0.58, 0.15)
H (3.84, -0.60, -0.06)
H (4.33, -0.10, 1.57)
H (-0.37, 4.74, 1.95)
H (-1.53, 3.64, 2.70)
H (-2.11, 4.97, 1.67)
H (0.06, 4.57, -0.54)
H (-1.66, 4.80, -0.92)
H (-0.80, 3.36, -1.50)
H (-2.86, 2.07, 1.35)
H (-2.59, 1.92, -0.41)
H (-3.41, 3.35, 0.24)
H (-2.10, -1.18, 3.54)
H (-1.67, 0.09, 4.70)
H (-1.28, -1.61, 5.06)
H (-0.29, -2.48, 2.43)
H (0.72, -2.72, 3.86)
H (1.38, -1.88, 2.44)
H (0.68, 0.78, 5.03)
H (2.00, -0.01, 4.14)
H (1.13, -0.88, 5.42)
O (-0.58, -0.26, -3.79)
C (-1.32, -0.31, -2.82)
O (-1.27, 0.40, -1.74)
C (-2.54, -1.22, -2.83)
C (-3.39, -1.24, -3.93)
C (-4.56, -1.96, -3.89)
C (-4.89, -2.69, -2.75)
C (-4.04, -2.69, -1.66)
C (-2.85, -1.96, -1.69)
P (-1.69, -1.98, -0.26)
C (-2.87, -2.14, 1.12)
C (-3.66, -1.02, 1.35)
C (-4.58, -1.01, 2.38)
C (-4.72, -2.13, 3.19)
C (-3.93, -3.25, 2.96)
C (-3.00, -3.26, 1.93)
C (-0.91, -3.63, -0.37)
C (-1.55, -4.77, -0.85)
C (-0.88, -5.99, -0.86)
C (0.43, -6.08, -0.39)
C (1.07, -4.94, 0.07)
C (0.41, -3.73, 0.08)
H (-3.12, -0.66, -4.81)
H (-5.24, -1.95, -4.73)
H (-5.81, -3.25, -2.71)
H (-4.31, -3.25, -0.77)
H (-3.52, -0.15, 0.72)
H (-5.19, -0.14, 2.56)
H (-5.43, -2.13, 4.00)
H (-4.05, -4.13, 3.59)
H (-2.37, -4.13, 1.78)
H (-2.56, -4.72, -1.23)
H (-1.38, -6.87, -1.23)
H (0.94, -7.03, -0.40)
H (2.09, -5.01, 0.43)
H (0.89, -2.83, 0.43)
O (1.23, -1.35, -1.46)
C (2.13, -1.92, -2.08)
C (2.38, -1.71, -3.55)
C (2.09, -2.96, -4.42)
C (1.90, -4.26, -3.62)
C (3.17, -4.76, -2.94)
C (3.89, -3.66, -2.15)
N (2.96, -2.78, -1.45)
H (3.42, -1.38, -3.67)
H (1.73, -0.89, -3.85)
H (2.90, -3.10, -5.14)
H (1.18, -2.78, -4.98)
H (1.53, -5.04, -4.29)
H (1.12, -4.10, -2.87)
H (3.87, -5.16, -3.69)
H (2.91, -5.59, -2.27)
H (4.49, -3.06, -2.83)
H (4.56, -4.09, -1.41)
H (2.76, -2.97, -0.49)

Calculated values
multiplicity	2
M	818.28	g/mol
HOMO energy (alpha / beta)	-0.282 / -0.280	Ha
total charge	0
⟨S²⟩	0.755